Entry 1:
{"formula": "C15H23F6N5PtSb", "method": "ωB97M-V/def2-TZVPD", "total_charge": 4, "multiplicity": 2, "orbital_gap_ha": [0.225, 0.231], "e_homo_ev": [-23.6613, -23.6762], "symbols": ["Pt", "C", "C", "N", "C", "C", "N", "C", "C", "N", "C", "C", "N", "C", "C", "C", "C", "C", "C", "C", "N", "H", "H", "H", "H", "H", "H", "H", "H", "H", "H", "H", "H", "H", "H", "H", "H", "H", "H", "H", "H", "H", "H", "H", "F", "Sb", "F", "F", "F", "F", "F"], "positions_angstrom": [[0.26295, 0.11569, -0.03918], [-1.47943, -1.40158, 3.74434], [-1.18174, -0.84905, 2.39680], [-0.10738, -0.22010, 2.07643], [1.04478, -0.12709, 3.01337], [2.03156, 0.81917, 2.44499], [2.38369, 0.37658, 1.09798], [3.25139, 1.24020, 0.29103], [2.55762, 2.54329, 0.01359], [1.23242, 2.26251, -0.61507], [1.29304, 2.19613, -2.07951], [-0.05485, 1.85429, -2.61304], [-0.72142, 0.86778, -1.70814], [-1.85555, 0.33314, -2.02577], [-2.53608, 0.51730, -3.33244], [-2.44246, -0.43757, -0.95628], [-3.64929, -1.10247, -0.98359], [-4.08990, -1.74915, 0.16864], [-3.31316, -1.68139, 1.32129], [-2.10977, -1.00420, 1.28815], [-1.68420, -0.38983, 0.16253], [-0.75383, -1.13477, 4.50326], [-1.51648, -2.49600, 3.67457], [-2.46907, -1.06791, 4.06906], [1.46418, -1.12878, 3.13467], [0.72995, 0.22386, 3.99654], [2.94761, 0.83108, 3.06003], [1.66278, 1.84369, 2.41530], [2.65878, -0.61675, 1.03751], [3.53309, 0.70307, -0.61222], [4.18627, 1.41578, 0.84873], [3.17432, 3.11307, -0.68648], [2.40791, 3.16238, 0.89579], [0.50995, 2.89849, -0.27231], [2.03683, 1.45419, -2.36427], [1.64822, 3.15686, -2.47400], [0.04553, 1.45594, -3.62166], [-0.70623, 2.72971, -2.66816], [-2.63043, -0.47538, -3.79275], [-2.01046, 1.16664, -4.02151], [-3.54921, 0.90442, -3.18544], [-4.24246, -1.12445, -1.89008], [-5.03143, -2.28554, 0.17211], [-3.64954, -2.14811, 2.23921], [1.72900, -0.51215, -1.37683], [1.64361, -2.67575, -1.28584], [1.03410, -1.98062, 0.53929], [3.27801, -2.36745, -0.51664], [-0.14303, -2.16797, -1.63369], [2.00005, -2.68636, -3.06501], [1.17972, -4.35487, -0.78528]], "mulliken_spin": [0.546, 0.004, 0.015, 0.094, -0.008, 0.002, -0.346, 0.029, -0.019, 0.437, -0.022, 0.004, 0.054, -0.010, 0.003, 0.004, 0.001, 0.003, 0.001, 0.003, 0.040, 0.000, -0.001, 0.001, 0.003, 0.006, -0.027, -0.006, 0.020, -0.007, -0.034, 0.019, 0.003, -0.019, 0.011, 0.037, 0.005, 0.004, -0.002, 0.000, 0.001, -0.001, 0.000, 0.001, 0.071, 0.002, 0.069, 0.001, 0.005, 0.000, 0.001]}



Entry 2:
{"formula": "C25H21Cl3O2PW", "method": "ωB97M-V/def2-TZVPD", "total_charge": 1, "multiplicity": 3, "orbital_gap_ha": [0.211, 0.205], "e_homo_ev": [-10.7656, -10.8224], "symbols": ["C", "C", "C", "H", "C", "C", "H", "H", "H", "H", "W", "Cl", "P", "C", "C", "H", "C", "H", "C", "H", "C", "H", "C", "H", "C", "C", "H", "C", "H", "C", "H", "C", "H", "C", "H", "C", "C", "H", "C", "H", "C", "H", "C", "H", "C", "H", "Cl", "C", "Cl", "C", "O", "O", "H"], "positions_angstrom": [[4.43483, 0.46725, 0.04798], [3.24064, 1.14264, 0.44291], [2.69521, 0.46520, 1.57725], [2.83652, 2.02945, -0.03093], [3.61105, -0.57960, 1.95097], [4.66639, -0.60851, 0.97860], [5.54787, -1.23083, 1.02059], [5.09770, 0.73181, -0.76349], [1.78858, 0.73626, 2.10634], [3.56671, -1.21409, 2.82754], [2.72038, -1.17612, -0.14379], [1.24439, -2.36362, 1.13530], [-1.00349, 0.17123, 0.04355], [-1.83584, 0.59301, 1.62260], [-2.60265, 1.75216, 1.81735], [-2.71002, 2.48396, 1.01640], [-3.23890, 1.97075, 3.04199], [-3.84220, 2.86884, 3.17584], [-3.10448, 1.05068, 4.08525], [-3.60167, 1.22924, 5.04077], [-2.32342, -0.09663, 3.90064], [-2.21862, -0.81994, 4.71043], [-1.67659, -0.31993, 2.68759], [-1.04957, -1.20209, 2.54894], [-1.21767, 1.73286, -0.89005], [-0.26030, 2.74561, -0.66026], [0.54704, 2.57630, 0.05503], [-0.36078, 3.96137, -1.33075], [0.38191, 4.73968, -1.14906], [-1.41018, 4.18921, -2.23009], [-1.48854, 5.14576, -2.75007], [-2.35478, 3.18593, -2.46160], [-3.17714, 3.35397, -3.15743], [-2.25347, 1.95435, -1.80882], [-2.98577, 1.17298, -2.01332], [-2.25671, -0.91044, -0.74525], [-3.56333, -1.07943, -0.26327], [-3.88665, -0.57194, 0.64624], [-4.46138, -1.89792, -0.95436], [-5.47915, -2.00861, -0.57900], [-4.06195, -2.56917, -2.11329], [-4.76689, -3.21052, -2.64598], [-2.75180, -2.41926, -2.58445], [-2.43589, -2.94007, -3.48971], [-1.84834, -1.60773, -1.90319], [-0.82414, -1.49821, -2.26355], [7.02420, -4.48349, -1.84848], [6.12959, -3.09974, -1.25518], [6.54184, -1.56973, -2.05347], [4.61410, -3.34650, -1.38236], [4.13748, -4.43077, -1.59799], [3.88096, -2.19608, -1.22977], [6.34493, -2.99946, -0.18115]], "mulliken_spin": [-0.005, 0.076, -0.060, 0.023, -0.051, -0.023, -0.003, 0.017, 0.003, -0.008, 1.845, 0.069, 0.054, -0.003, 0.003, 0.000, -0.001, 0.000, 0.002, 0.000, 0.000, 0.000, 0.002, 0.002, -0.027, 0.000, 0.006, 0.001, 0.000, 0.001, 0.000, -0.001, 0.000, 0.002, 0.000, 0.019, 0.001, 0.000, 0.000, 0.000, 0.001, 0.000, -0.002, 0.000, -0.001, -0.001, 0.000, 0.000, 0.001, 0.012, 0.023, 0.019, 0.000]}



Entry 3:
{"formula": "C2H7N3O", "method": "ωB97M-V/def2-TZVPD", "de_lowest_ev": 5.048, "total_charge": 0, "orbital_gap_ha": 0.369, "smiles": "CCN(N)N=O", "e_homo_ev": -9.1634, "symbols": ["C", "C", "N", "N", "N", "O", "H", "H", "H", "H", "H", "H", "H"], "positions_angstrom": [[1.26932, 0.81584, 0.92991], [0.81426, -0.41228, 0.19727], [-0.44617, 0.46395, -1.70811], [-1.57147, -0.61024, 0.09032], [-0.49897, -0.09179, -0.58371], [-1.56243, 0.41719, -2.34641], [0.63522, 1.22165, 1.68031], [2.05993, 0.66088, 1.63465], [1.46418, 1.42674, 0.06546], [1.49734, -0.99432, -0.54282], [0.35260, -1.20846, 0.81558], [-2.43954, -0.10517, -0.12047], [-1.57426, -1.58399, -0.11197]], "nbo_charge": [-0.650, -0.214, 0.200, -0.675, -0.035, -0.511, 0.231, 0.227, 0.232, 0.222, 0.209, 0.399, 0.366]}